Molecular formula: C37H40As2N2O2Pt
Method: DFT, ωB97M-V/def2-TZVPD

Results
frontier orbital gap (spin up / spin down)	0.227 / 0.257	hartree
spin multiplicity	4
HOMO energy (spin up / spin down)	-0.302 / -0.398	Ha
E_tot	-171006.938	eV
net charge	+1

Last column: Löwdin spin population.
Element x y z (Å)
Pt1 -0.294 0.267 -0.329  1.202
C1 0.131 -3.639 -0.029  0.001
C2 1.094 -2.961 0.958  0.019
As1 1.061 -1.009 1.225  0.093
C3 0.530 -0.834 3.061  0.018
C4 -0.674 -0.209 3.360  0.002
C5 -1.093 -0.110 4.683  0.000
C6 -0.307 -0.636 5.698  0.000
C7 0.897 -1.263 5.398  0.001
C8 1.317 -1.366 4.081  0.004
C9 2.923 -0.521 1.244  0.016
C10 3.337 0.524 2.064  0.008
C11 4.653 0.968 2.010  -0.001
C12 5.554 0.366 1.141  0.008
C13 5.139 -0.679 0.323  -0.001
C14 3.823 -1.118 0.366  0.007
As2 -0.340 -2.732 -1.718  0.005
C15 -1.586 -4.103 -2.321  0.000
C16 -1.087 -5.042 -3.220  0.000
C17 -1.895 -6.075 -3.679  0.000
C18 -3.213 -6.165 -3.255  0.000
C19 -3.720 -5.225 -2.368  0.000
C20 -2.909 -4.199 -1.899  0.001
C21 -1.682 -1.493 -0.968  0.009
C22 -2.143 -1.524 0.357  0.055
C23 -3.279 -0.793 0.748  0.015
C24 -3.928 0.012 -0.160  0.032
C25 -3.449 0.115 -1.470  0.031
C26 -2.358 -0.625 -1.872  0.009
H1 -0.797 -3.924 0.465  0.000
H2 0.584 -4.569 -0.372  0.000
H3 2.130 -3.192 0.713  0.001
H4 0.918 -3.349 1.961  0.002
H5 -1.284 0.198 2.562  0.000
H6 -2.030 0.377 4.919  0.000
H7 -0.632 -0.558 6.727  0.000
H8 1.509 -1.671 6.192  0.000
H9 2.261 -1.848 3.855  0.000
H10 2.641 0.994 2.749  0.000
H11 4.975 1.778 2.652  0.000
H12 6.580 0.707 1.105  0.000
H13 5.840 -1.147 -0.356  0.000
H14 3.502 -1.903 -0.306  0.000
H15 -0.065 -4.970 -3.574  0.000
H16 -1.498 -6.803 -4.375  0.000
H17 -3.846 -6.964 -3.617  0.000
H18 -4.749 -5.290 -2.037  0.000
H19 -3.322 -3.477 -1.204  0.001
H20 -1.699 -2.206 1.069  0.001
H21 -3.645 -0.887 1.762  0.000
H22 -4.810 0.566 0.136  0.001
H23 -3.946 0.761 -2.183  0.001
H24 -2.038 -0.588 -2.907  0.001
O1 -0.031 2.062 -1.330  0.400
C27 -1.111 2.709 -0.817  0.529
C28 -1.748 3.897 -1.429  0.082
C29 -2.077 4.992 -0.403  0.018
C30 -0.950 5.274 0.593  0.005
C31 -0.923 4.349 1.813  0.007
C32 -0.536 2.904 1.544  0.037
N1 -1.376 2.233 0.509  0.182
H25 -2.670 3.647 -1.976  0.029
H26 -1.056 4.290 -2.181  0.007
H27 -2.984 4.720 0.151  0.001
H28 -2.330 5.907 -0.941  0.002
H29 -1.048 6.298 0.957  0.000
H30 0.015 5.225 0.075  0.001
H31 -1.903 4.377 2.306  0.000
H32 -0.210 4.745 2.542  0.002
H33 -0.589 2.324 2.467  0.002
H34 0.492 2.846 1.182  0.001
H35 -2.358 2.323 0.754  0.008
O2 1.581 -0.238 -1.726  0.108
N2 2.068 0.845 -2.318  -0.005
C33 1.747 1.057 -3.599  0.014
C34 2.227 2.161 -4.271  -0.001
C35 3.038 3.059 -3.599  0.012
C36 3.345 2.825 -2.273  0.000
C37 2.841 1.704 -1.641  0.013
H36 1.103 0.304 -4.027  0.001
H37 1.954 2.303 -5.306  0.000
H38 3.422 3.934 -4.107  0.001
H39 3.969 3.503 -1.708  0.000
H40 3.016 1.452 -0.608  0.000

---

Molecular formula: C5H11O4
Method: DFT, ωB97M-V/def2-TZVPD

Results
frontier orbital gap	0.285	hartree
HOMO energy	-0.169	Ha
E_tot	-13555.036	eV
net charge	-1

Last column: Löwdin charge in e.
Element x y z (Å)
O1 0.730 0.545 2.921  -0.047
C1 1.163 0.349 1.778  -0.715
O2 2.151 -0.378 1.439  -0.101
C2 0.471 1.066 0.605  -0.138
C3 0.454 0.295 -0.705  -0.225
C4 -0.679 0.679 -1.647  -0.213
C5 -2.064 0.308 -1.144  -0.250
O3 -2.938 -0.159 -2.204  -0.097
H1 -0.530 1.377 0.897  0.096
H2 1.001 2.023 0.482  0.114
H3 1.392 0.410 -1.234  0.101
H4 0.397 -0.780 -0.506  0.115
H5 -0.457 0.399 -2.686  0.107
H6 -0.704 1.761 -1.843  0.104
H7 -1.999 -0.470 -0.388  0.117
H8 -2.581 1.142 -0.694  0.105
H9 -2.988 -1.113 -2.139  0.066
H10 2.018 -1.810 2.426  -0.008
H11 2.988 -2.859 2.055  0.013
O4 2.174 -2.785 2.585  -0.143

---

Molecular formula: C36H46BrNO4Pd
Method: DFT, ωB97M-V/def2-TZVPD

Results
frontier orbital gap (spin up / spin down)	0.179 / 0.205	hartree
spin multiplicity	3
HOMO energy (spin up / spin down)	-0.029 / -0.055	Ha
E_tot	-121281.599	eV
net charge	-2

Last column: Löwdin spin population.
Element x y z (Å)
Pd1 0.280 0.501 -2.092  0.140
C1 -2.522 2.471 4.105  0.000
C2 -1.285 3.279 3.681  0.000
C3 -0.087 2.855 4.544  0.000
C4 -1.580 4.755 3.969  0.002
C5 -0.977 3.019 2.204  0.020
C6 -0.836 1.717 1.754  0.058
C7 -0.538 1.429 0.411  -0.003
N1 -0.269 0.219 -0.134  0.254
C8 -0.257 -1.036 0.395  0.008
C9 -0.053 -1.369 1.740  0.041
C10 -0.014 -2.688 2.156  0.025
C11 -0.184 -3.691 1.190  0.050
C12 -0.371 -3.439 -0.157  0.033
C13 -0.420 -2.079 -0.606  0.042
O1 -0.626 -1.744 -1.825  0.091
C14 -0.518 -4.579 -1.167  0.001
C15 -0.447 -5.956 -0.502  0.000
C16 -1.879 -4.473 -1.876  0.001
C17 0.612 -4.502 -2.205  0.001
C18 0.232 -3.088 3.612  0.001
C19 1.523 -3.918 3.711  0.001
C20 0.387 -1.871 4.526  -0.001
C21 -0.950 -3.920 4.134  0.002
C22 -0.591 2.506 -0.557  0.045
O2 -0.684 2.244 -1.829  0.090
C23 -0.601 3.845 -0.073  0.029
C24 -0.790 4.061 1.287  0.061
C25 -0.384 5.010 -1.043  0.000
C26 0.923 4.776 -1.822  0.001
C27 -1.560 5.144 -2.026  0.001
C28 -0.251 6.346 -0.306  0.000
H1 -2.767 2.666 5.154  0.000
H2 -2.354 1.401 3.989  0.000
H3 -3.379 2.747 3.487  0.000
H4 -0.289 3.034 5.607  0.000
H5 0.800 3.421 4.255  0.000
H6 0.131 1.795 4.407  0.000
H7 -1.877 4.874 5.014  0.000
H8 -2.391 5.122 3.338  0.001
H9 -0.699 5.378 3.799  0.000
H10 -0.939 0.890 2.443  0.005
H11 0.133 -0.573 2.446  0.002
H12 -0.151 -4.721 1.522  0.002
H13 -1.236 -6.082 0.245  0.000
H14 0.521 -6.117 -0.020  0.000
H15 -0.577 -6.728 -1.264  0.000
H16 -2.692 -4.606 -1.156  0.000
H17 -1.966 -5.247 -2.648  0.000
H18 -1.972 -3.493 -2.339  0.000
H19 1.585 -4.610 -1.721  0.000
H20 0.585 -3.540 -2.711  0.000
H21 0.501 -5.296 -2.952  0.000
H22 2.367 -3.331 3.346  0.000
H23 1.456 -4.820 3.103  0.000
H24 1.720 -4.213 4.748  0.000
H25 1.226 -1.248 4.209  0.000
H26 0.575 -2.198 5.552  0.000
H27 -0.518 -1.259 4.524  0.000
H28 -1.078 -4.832 3.549  0.000
H29 -1.874 -3.343 4.061  0.000
H30 -0.795 -4.203 5.181  0.001
H31 -0.807 5.080 1.645  0.004
H32 0.897 3.821 -2.344  0.000
H33 1.772 4.765 -1.134  0.000
H34 1.080 5.573 -2.557  0.000
H35 -1.674 4.227 -2.596  0.000
H36 -1.382 5.978 -2.714  0.000
H37 -2.488 5.338 -1.480  0.000
H38 0.566 6.319 0.419  0.000
H39 -1.175 6.611 0.215  0.000
H40 -0.034 7.134 -1.032  0.000
Br1 0.939 -2.362 -8.225  -0.008
C29 1.604 -1.627 -6.562  0.024
C30 2.999 -1.467 -6.447  0.300
C31 3.492 -0.978 -5.225  0.008
C32 2.673 -0.640 -4.187  0.225
C33 1.184 -0.694 -4.306  0.063
C34 0.725 -1.308 -5.595  0.191
C35 3.262 -0.155 -2.877  0.025
O3 4.498 -0.045 -2.800  0.036
O4 2.438 0.096 -1.940  0.029
H41 3.658 -1.741 -7.258  0.021
H42 4.560 -0.872 -5.077  -0.006
H43 0.779 -1.314 -3.488  0.024
H44 -0.340 -1.468 -5.710  0.011
C36 0.571 0.715 -4.069  0.046
H45 1.254 1.496 -4.414  0.001
H46 -0.377 0.820 -4.608  0.001